The following is a DFT calculation (the ωB97M-V functional and the def2-TZVPD basis) of a cluster of 2 separate species, H3PS2 in total in a non-equilibrium geometry.

Results
Calculated total energy in eV: -31006.783
Structure (SMILES): P=S.S
Relative energy (zero: lowest compared OMol25 entry of this formula, charge and spin) in kcal/mol: 29.8

```
! RIJCOSX wB97M-V def2-TZVPD def2/J DEFGRID3
* xyz 0 1
S 2.111 1.405 -1.468
S -2.580 -0.967 0.391
P -1.212 -1.661 1.578
H 0.878 1.639 -1.987
H 1.618 0.222 -1.046
H -0.814 -0.637 2.532
*
```

---

The following is a DFT calculation (the ωB97M-V functional and the def2-TZVPD basis) of the ion C3H5N2O with charge -1 in a non-equilibrium geometry.

Results
Calculated total energy in eV: -8217.971
Structure (SMILES): [H]/N=C(C)\C=N\[O-]
Relative energy (zero: lowest compared OMol25 entry of this formula, charge and spin) in kcal/mol: 0.0

```
! RIJCOSX wB97M-V def2-TZVPD def2/J DEFGRID3
* xyz -1 1
O 3.922 -0.244 0.267
N 0.398 1.526 -0.901
N 2.841 0.417 -0.027
C 1.727 0.041 0.459
C 0.494 0.529 -0.083
C -0.797 -0.218 0.253
H -1.066 -0.680 1.246
H 1.294 2.060 -1.078
H -1.521 0.667 0.174
H -1.087 -1.020 -0.518
H 1.648 -0.650 1.280
*
```